1.
16
Properties=species:S:1:pos:R:3:forces:R:3 method="wB97M-V/def2-TZVPD" total_charge=+1 e_lumo_ev=-5.56 e_above_lowest_kcal_mol=0.0 homo_ev=-13.58 e_tot_ha=-529.53916
H -0.097 -1.692 -1.771 1.3 0.9 2.5
O 0.742 0.058 -0.486 1.0 3.2 0.6
O -0.652 1.596 -1.193 -0.1 1.3 -0.6
C -0.154 1.083 -0.224 -0.4 -3.4 -0.5
O -0.482 1.144 1.018 0.4 0.3 0.1
C -1.580 2.019 1.382 -0.2 0.4 0.0
C 0.476 -1.249 -0.308 -3.0 -1.2 -3.5
C 1.690 -2.004 0.017 0.3 -1.5 -0.3
H -1.500 2.137 2.463 -0.1 0.0 -0.3
H -1.468 2.975 0.861 -0.1 -0.2 0.2
H -2.519 1.534 1.099 0.2 0.1 0.1
H -0.504 -1.452 0.135 0.6 0.0 0.5
H 1.804 -2.784 -0.752 0.1 0.0 0.6
H 2.586 -1.375 -0.039 -0.3 -0.1 0.3
H 1.545 -2.491 0.996 0.5 0.2 -0.3
Ag 0.113 0.501 -3.197 -0.2 -0.1 0.6

***

2.
16
Properties=species:S:1:pos:R:3:forces:R:3 method="wB97M-V/def2-TZVPD" total_charge=+4 multiplicity=4 e_lumo_ev="-19.19 / -25.07" homo_ev="-30.00 / -30.60" e_tot_ha=-516.03542
H 1.496 -0.778 0.019 -0.1 -0.3 -0.5
C 1.754 0.541 1.680 1.6 -0.3 -0.8
H 1.101 0.185 2.549 -0.3 -0.1 0.5
H 1.503 1.581 2.094 -0.1 0.5 0.2
C 1.275 0.250 0.341 -0.8 0.4 3.4
H 1.672 0.960 -0.405 -0.3 0.5 -1.0
H 0.209 0.484 0.626 0.0 -0.2 -1.6
O 3.147 0.287 2.188 1.1 -0.7 -1.4
C 4.218 -0.090 1.457 -5.8 1.2 4.7
O 5.112 -0.690 2.033 -3.7 4.6 -14.8
Au 5.723 -1.210 3.444 6.8 -5.7 15.8
O 4.108 0.113 0.213 2.1 -0.6 -4.1
C 5.027 -0.542 -0.705 -3.4 2.2 -1.4
H 6.038 -0.187 -0.487 1.9 -0.1 0.6
H 4.948 -1.625 -0.571 0.7 -1.6 0.5
H 4.677 -0.251 -1.696 0.2 0.1 -0.2